# 1
Density functional theory data (ωB97M-V/def2-TZVPD) for a cluster of 10 separate species, C3H27NO9 in total.

CARTESIAN COORDINATES (ANGSTROEM)
C 1.02 0.42 3.71
C -0.31 -0.04 3.11
N -0.43 -0.13 1.60
C -1.75 -0.81 1.37
H 1.25 0.17 4.74
H 1.07 1.53 3.55
H 1.85 0.19 3.07
H -1.11 0.60 3.47
H -0.37 -1.02 3.60
H 0.31 -0.78 1.27
H -2.39 -0.77 2.23
H -2.27 -0.26 0.52
H -1.55 -1.86 1.18
H -1.95 1.77 -3.68
H -2.44 1.78 -2.25
O -2.22 2.36 -2.99
H 2.47 0.41 -0.58
H 3.76 1.23 -0.02
O 3.23 0.40 0.02
H -0.55 -2.94 -2.09
H 0.39 -1.58 -2.55
O -0.43 -2.01 -2.20
H -3.01 -1.73 -2.63
H -1.92 -0.65 -2.68
O -2.86 -0.75 -2.75
H 0.97 -3.41 1.21
H 2.09 -2.71 0.52
O 1.56 -2.68 1.36
H -3.46 3.11 -0.51
H -2.94 2.72 0.94
O -3.08 2.39 0.07
H 0.78 1.23 -1.02
H 1.51 1.62 -2.23
O 1.34 0.82 -1.71
H -0.92 2.65 0.07
H -0.13 1.72 0.92
O 0.01 2.34 0.15
H 3.73 -1.47 0.16
H 4.08 -2.08 -1.06
O 3.62 -2.34 -0.22

HOMO energy in eV: -9.1
SMILES string: CCNC.O.O.O.O.O.O.O.O.O
Net charge: 0
Gap between HOMO and LUMO in eV: 9.349


# 2
Density functional theory data (ωB97M-V/def2-TZVPD) for the molecule C3H6N2.

CARTESIAN COORDINATES (ANGSTROEM)
C -0.50 1.17 -0.23
C 0.85 0.68 0.04
C 1.33 -0.62 -0.29
H -2.10 -1.29 0.49
H -0.48 -1.08 0.42
H -0.39 2.26 -0.50
H 1.38 1.33 1.01
H 2.21 -1.06 0.34
H 0.71 -1.05 -1.09
N -1.41 -0.81 -0.08
N -1.60 0.46 -0.11

HOMO energy in eV: -8.6
SMILES string: C=C/C=N\N
Net charge: 0
Gap between HOMO and LUMO in eV: 9.313


# 3
Density functional theory data (ωB97M-V/def2-TZVPD) for a cluster of 2 separate species, CH3F3N2O in total.

CARTESIAN COORDINATES (ANGSTROEM)
C -0.26 -0.41 0.42
N 1.85 -0.96 -0.34
N 3.31 0.57 0.62
O 0.80 -1.33 0.57
F 2.82 -1.93 -0.26
F 4.14 0.61 -0.46
F 2.47 1.61 0.32
H -0.89 -0.85 -0.36
H 0.33 0.58 0.15
H -0.74 -0.30 1.37

HOMO energy (alpha / beta) in eV: -10.8 / -9.8
Net charge: 0
Gap between HOMO and LUMO (alpha / beta) in eV: 10.522 / 9.160


# 4
Density functional theory data (ωB97M-V/def2-TZVPD) for a cluster of 12 separate species, C24H72O24 in total.

CARTESIAN COORDINATES (ANGSTROEM)
C -1.51 -4.43 3.22
C -2.68 -5.38 3.43
O -2.29 -6.56 4.15
O -1.09 -3.87 4.46
H -1.84 -3.59 2.61
H -0.68 -5.05 2.86
H -3.14 -5.64 2.47
H -3.42 -4.87 4.06
H -1.51 -6.95 3.73
H -1.43 -4.42 5.17
C 3.82 3.40 2.46
C 3.76 2.02 1.82
O 5.06 1.66 1.31
O 2.54 3.89 2.85
H 4.30 4.10 1.76
H 4.54 3.38 3.29
H 2.99 1.98 1.04
H 3.43 1.29 2.56
H 5.37 2.50 0.92
H 2.12 3.15 3.31
C -2.73 5.55 0.37
C -2.36 4.31 -0.43
O -2.49 4.61 -1.79
O -2.39 5.46 1.76
H -3.81 5.72 0.36
H -2.25 6.43 -0.10
H -3.07 3.51 -0.14
H -1.34 3.98 -0.16
H -2.32 3.80 -2.30
H -1.44 5.41 1.89
C -4.52 -4.60 -0.46
C -4.04 -3.34 0.18
O -2.79 -2.85 -0.26
O -4.24 -4.44 -1.85
H -5.58 -4.76 -0.28
H -3.93 -5.46 -0.11
H -4.00 -3.38 1.27
H -4.83 -2.60 -0.01
H -2.65 -3.10 -1.19
H -4.63 -5.16 -2.35
C -5.54 0.45 1.18
C -4.06 0.50 1.26
O -3.65 -0.52 2.16
O -5.96 1.56 0.38
H -5.97 0.41 2.18
H -5.90 -0.48 0.71
H -3.79 1.47 1.71
H -3.49 0.43 0.33
H -2.68 -0.43 2.24
H -6.91 1.68 0.45
C 2.08 -2.48 -4.27
C 1.53 -1.73 -3.07
O 1.18 -2.55 -1.98
O 3.43 -2.89 -4.10
H 2.00 -1.86 -5.15
H 1.45 -3.38 -4.41
H 0.66 -1.13 -3.38
H 2.24 -0.97 -2.73
H 0.47 -3.14 -2.24
H 3.54 -3.26 -3.22
C -0.44 -0.51 0.36
C -0.20 0.89 -0.12
O -0.06 0.85 -1.54
O -0.76 -0.50 1.75
H 0.48 -1.07 0.13
H -1.26 -1.02 -0.15
H 0.69 1.32 0.35
H -1.06 1.53 0.08
H 0.67 1.45 -1.78
H -0.79 -1.41 2.06
C 2.07 -3.08 1.65
C 2.82 -3.91 2.63
O 4.12 -4.20 2.19
O 1.87 -3.90 0.50
H 2.50 -2.10 1.43
H 1.07 -2.91 2.09
H 2.28 -4.81 2.91
H 2.92 -3.28 3.52
H 4.04 -4.31 1.23
H 1.55 -3.35 -0.23
C 2.49 3.92 -5.43
C 1.35 3.38 -4.59
O 1.00 4.17 -3.44
O 3.75 3.45 -4.93
H 2.48 5.01 -5.47
H 2.26 3.58 -6.45
H 1.55 2.34 -4.30
H 0.43 3.23 -5.19
H 0.27 4.74 -3.70
H 4.22 3.00 -5.64
C 2.69 -0.55 5.92
C 1.38 -0.18 5.25
O 1.69 0.62 4.05
O 3.20 0.53 6.67
H 3.40 -0.96 5.20
H 2.49 -1.38 6.61
H 0.73 0.38 5.92
H 0.82 -1.05 4.89
H 1.07 0.27 3.40
H 3.49 1.21 6.05
C -3.38 0.90 -2.79
C -3.22 0.38 -4.21
O -4.32 -0.49 -4.51
O -2.41 1.93 -2.57
H -3.20 0.07 -2.10
H -4.39 1.27 -2.64
H -2.32 -0.24 -4.31
H -3.15 1.21 -4.91
H -4.61 -0.42 -5.42
H -1.70 1.51 -2.03
C 4.06 1.82 -1.78
C 5.40 2.48 -1.95
O 5.74 3.44 -0.98
O 2.97 2.76 -1.62
H 4.01 1.15 -0.92
H 3.84 1.18 -2.64
H 5.45 2.93 -2.95
H 6.20 1.74 -1.95
H 5.25 4.25 -1.17
H 2.94 3.36 -2.38

HOMO energy in eV: -9.7
SMILES string: OCCO.OCCO.OCCO.OCCO.OCCO.OCCO.OCCO.OCCO.OCCO.OCCO.OCCO.OCCO
Net charge: 0
Gap between HOMO and LUMO in eV: 9.717


# 5
Density functional theory data (ωB97M-V/def2-TZVPD) for a structure of composition C23H27CrN4O8S.

CARTESIAN COORDINATES (ANGSTROEM)
Cr -0.23 1.68 0.91
O -2.65 -1.34 -0.04
C -2.16 -0.28 0.27
O -0.89 0.03 0.25
C -2.99 0.92 0.67
C -4.36 1.03 0.79
C -4.88 2.26 1.19
C -4.04 3.34 1.45
C -2.68 3.14 1.29
N -2.21 1.96 0.91
C -1.54 4.11 1.51
O -1.71 5.25 1.86
O -0.39 3.54 1.23
H -4.99 0.17 0.59
H -5.95 2.38 1.30
H -4.41 4.30 1.76
C 0.25 -6.36 -2.33
C 0.44 -5.48 -1.12
C -0.45 -4.44 -0.86
C -0.28 -3.62 0.25
C 0.79 -3.86 1.10
C 1.68 -4.90 0.87
C 1.50 -5.70 -0.24
S 1.02 -2.83 2.51
O -0.22 -2.16 2.78
O 1.68 -3.55 3.56
N 2.15 -1.77 1.92
C 2.84 -0.94 2.91
C 1.93 0.07 3.63
C 1.10 0.83 2.64
O -0.11 1.12 2.86
O 1.60 1.16 1.50
H -0.80 -6.66 -2.44
H 0.86 -7.26 -2.27
H 0.53 -5.83 -3.24
H -1.29 -4.27 -1.52
H -0.98 -2.82 0.46
H 2.50 -5.07 1.55
H 2.19 -6.52 -0.43
H 1.76 -1.23 1.16
H 3.64 -0.42 2.39
H 3.29 -1.61 3.64
H 2.55 0.79 4.17
H 1.26 -0.41 4.33
C 0.78 1.03 -1.89
C 1.27 1.47 -3.29
N 1.12 2.92 -3.45
C -0.28 3.28 -3.27
C -0.77 2.87 -1.85
N 0.33 2.21 -1.11
C 1.47 3.16 -1.01
C 1.93 3.59 -2.43
H 1.56 0.53 -1.31
H -0.06 0.33 -1.95
H 0.70 0.98 -4.07
H 2.32 1.22 -3.43
H -0.86 2.79 -4.04
H -0.38 4.36 -3.41
H -1.60 2.16 -1.91
H -1.09 3.73 -1.27
H 2.27 2.65 -0.46
H 1.14 4.00 -0.41
H 2.97 3.34 -2.59
H 1.82 4.67 -2.56

HOMO energy (alpha / beta) in eV: -8.9 / -8.7
Expectation value of S²: 0.7612
Net charge: 0
2S+1: 2
Gap between HOMO and LUMO (alpha / beta) in eV: 8.258 / 8.379


One value per record, in order, for energy: -862.3676, -227.2812, -523.9132, -2763.1586, -3156.3695 a.u..
One value per record, in order, for energy above the lowest of the compared OMol25 structures with the same formula, charge and spin: 36.4, 90.2, 152.1, 44.9, 0.0 kcal per mole.